{
  "formula": "C8H11BrN",
  "method": "ωB97M-V with the def2-TZVPD basis set",
  "smiles": "CC[C@@H](Br)[n+]1ccccc1",
  "largest_force_ha_per_bohr": 0.062,
  "lumo_ev": -4.33,
  "charge": 1,
  "orbital_gap_ev": 10.11,
  "homo_ev": -14.44,
  "molar_mass_g_mol": 201.09,
  "symbols": ["C", "C", "C", "C", "C", "C", "C", "C", "N", "Br", "H", "H", "H", "H", "H", "H", "H", "H", "H", "H", "H"],
  "coordinates": [[1.8961, -2.5709, -0.2214], [1.0767, -2.1854, -1.2852], [1.4772, -2.3177, 1.1235], [-0.1030, -1.4351, -0.9845], [0.4335, -1.3880, 1.3281], [-0.2467, 2.1854, -0.2844], [-1.5590, 1.3866, -0.3427], [-1.6640, 0.1664, 0.4750], [-0.3258, -0.9751, 0.2626], [-3.3138, -0.7245, 0.1257], [2.8429, -3.0390, -0.4028], [1.3089, -2.3859, -2.2912], [2.1123, -2.6380, 2.0040], [-0.8848, -1.2831, -1.6803], [0.1977, -1.1068, 2.3716], [0.7065, 1.6359, -0.3759], [-0.2372, 2.9511, 0.5165], [-0.1646, 2.9388, -1.2078], [-2.3167, 2.1037, 0.0452], [-1.7759, 1.1590, -1.4562], [-1.6103, 0.3909, 1.4954]],
  "atomic_forces_ev_per_a": [[-1.171, 0.552, 0.933], [-1.439, 1.224, 2.210], [0.630, 1.281, -0.352], [1.903, -0.998, 1.102], [0.302, -1.237, -0.326], [0.765, 2.440, -1.867], [0.690, 1.152, -2.621], [1.204, -2.069, -0.778], [-1.413, 1.058, 0.579], [0.281, -0.316, 0.068], [0.188, -0.421, -0.066], [0.196, -0.370, -1.012], [-1.014, 0.350, -1.241], [-0.449, 0.561, -0.803], [-0.176, 0.270, -1.025], [-0.553, -0.026, 0.471], [0.225, -0.969, 0.106], [-0.547, -1.824, 1.621], [0.009, -0.824, -0.432], [0.021, 0.285, 1.843], [0.349, -0.119, 1.590]],
  "mulliken_charge": [-0.161, -0.748, -0.570, 0.092, 0.090, -1.136, -0.242, -0.461, 0.070, 0.064, 0.428, 0.440, 0.319, 0.459, 0.351, 0.283, 0.344, 0.307, 0.395, 0.288, 0.389]
}

---

{
  "formula": "C13H17Cl2N3P2S",
  "method": "ωB97M-V with the def2-TZVPD basis set",
  "smiles": "CP(C)c1cnc2c(CCCCl)c(N)c(Cl)c([PH2]=S)c2n1",
  "largest_force_ha_per_bohr": 0.086,
  "lumo_ev": -1.11,
  "orbital_gap_ev": 7.10,
  "homo_ev": -8.21,
  "molar_mass_g_mol": 380.22,
  "symbols": ["C", "P", "C", "C", "C", "N", "C", "C", "C", "C", "C", "Cl", "C", "N", "C", "Cl", "C", "P", "S", "C", "N", "H", "H", "H", "H", "H", "H", "H", "H", "H", "H", "H", "H", "H", "H", "H", "H", "H"],
  "coordinates": [[-4.2139, -0.2367, -2.4951], [-4.1532, -0.6654, -0.6377], [-4.7589, 0.9408, 0.1738], [-2.2911, -0.6651, -0.2778], [-1.3946, -1.1578, -1.3703], [-0.0448, -1.1875, -1.2403], [0.4080, -0.7104, -0.0138], [1.8993, -0.6911, 0.2023], [2.8104, -1.2222, -0.9725], [2.7801, -0.2886, -2.2442], [3.6644, 1.0214, -2.0041], [2.7629, 2.4114, -2.7822], [2.4873, -0.2011, 1.4439], [3.9150, -0.1788, 1.5469], [1.5479, 0.2550, 2.5306], [2.3257, 0.8440, 4.0357], [0.0920, 0.2119, 2.3365], [-0.9945, 0.7731, 3.7749], [-0.5629, -0.2259, 5.4127], [-0.5280, -0.2685, 1.0365], [-1.9167, -0.2279, 0.9609], [-3.2793, 0.3688, -2.7093], [-4.1329, -1.1764, -3.0984], [-5.1061, 0.3963, -2.7470], [-4.2665, 1.0357, 1.1763], [-4.4214, 1.8161, -0.4597], [-5.8853, 0.9559, 0.2425], [-1.8318, -1.5201, -2.3298], [3.8834, -1.2772, -0.6242], [2.5155, -2.2877, -1.2022], [1.7320, 0.0675, -2.4672], [3.1291, -0.8373, -3.1649], [4.6864, 0.8798, -2.4579], [3.7475, 1.1844, -0.8977], [4.2462, 0.3902, 2.3251], [4.3247, -1.1118, 1.5358], [-0.8474, 2.1628, 4.0419], [-2.3286, 0.4225, 3.4200]],
  "atomic_forces_ev_per_a": [[1.296, 0.516, 0.300], [-0.203, 0.184, 0.009], [0.612, 0.463, -0.581], [-0.572, 0.578, -0.330], [1.183, 0.537, 1.709], [-2.475, 0.594, 1.334], [0.695, 0.012, 0.798], [-0.383, 0.573, 1.030], [0.053, 0.058, 0.453], [-0.189, 0.471, -0.015], [-0.510, -1.458, 0.049], [0.872, -0.428, 0.429], [-2.157, -0.606, -1.263], [-1.144, 0.233, 0.391], [-1.307, -0.624, -1.835], [-0.776, -0.389, -1.505], [1.869, 0.438, -0.655], [0.684, -1.853, 0.718], [-0.213, 0.178, -0.194], [2.026, 0.647, 1.927], [2.117, -1.372, -3.619], [-1.133, -0.475, 0.008], [-0.441, 0.881, 0.469], [0.738, -0.882, 0.260], [-0.654, -0.159, -0.828], [-0.407, -0.823, 0.740], [1.305, -0.184, 0.030], [0.430, 0.357, 0.978], [-1.188, 0.091, -0.253], [0.099, 1.235, 0.043], [1.149, -0.620, 0.374], [-0.238, 0.502, 1.001], [-1.155, 0.560, 0.428], [-0.065, 0.222, -1.123], [-0.150, -0.479, -0.153], [-0.099, 0.436, 0.119], [-0.245, -0.256, -0.850], [0.576, 0.839, -0.394]],
  "mulliken_charge": [-1.068, 0.108, -0.833, 0.384, -0.455, -0.349, 0.339, 0.302, -1.150, -0.682, -0.212, -0.235, 0.094, -0.471, -0.177, -0.189, 0.563, 0.146, -0.408, -0.134, -0.345, 0.368, 0.305, 0.344, 0.208, 0.279, 0.320, 0.311, 0.356, 0.404, 0.355, 0.331, 0.341, 0.151, 0.230, 0.233, 0.130, 0.109]
}

---

{
  "formula": "C5H6N2S",
  "method": "ωB97M-V with the def2-TZVPD basis set",
  "smiles": "C=CN/C=C\\SC#N",
  "largest_force_ha_per_bohr": 0.088,
  "lumo_ev": 0.63,
  "orbital_gap_ev": 9.18,
  "homo_ev": -8.56,
  "molar_mass_g_mol": 126.18,
  "symbols": ["C", "C", "C", "C", "C", "N", "N", "S", "H", "H", "H", "H", "H", "H"],
  "coordinates": [[-0.2479, 0.2405, -0.8355], [-1.2463, -0.5005, -1.3673], [-2.5191, -2.1170, 0.0413], [1.9310, 1.7271, 0.8034], [1.5474, 0.4435, 0.8399], [-3.1500, -1.9933, 0.9591], [0.5927, -0.2777, 0.1411], [-1.4135, -2.2623, -1.1041], [-0.0343, 1.2292, -1.0938], [-1.8665, 0.0309, -2.0399], [2.7225, 2.1703, 1.4164], [1.4172, 2.4888, 0.1927], [2.2421, -0.0986, 1.5895], [0.0246, -1.0810, 0.4572]],
  "atomic_forces_ev_per_a": [[0.334, -1.956, 1.000], [1.373, 0.802, -0.076], [0.328, -0.485, -0.381], [-1.215, 0.883, -0.975], [2.507, -0.264, 2.481], [-2.892, 0.410, 3.471], [-1.705, -0.293, -0.908], [2.130, 0.659, -2.748], [-0.157, 1.454, -0.663], [-0.785, -0.172, -0.745], [-0.250, -0.796, -0.160], [0.208, -0.489, 0.146], [-1.750, 0.008, -1.441], [1.874, 0.239, 1.000]],
  "mulliken_charge": [0.187, -0.787, 0.506, -0.951, 0.334, -0.371, -0.121, -0.291, 0.285, 0.412, 0.232, 0.206, 0.221, 0.137]
}

---

{
  "formula": "C17H24F15O18S5Zr",
  "method": "ωB97M-V with the def2-TZVPD basis set",
  "largest_force_ha_per_bohr": 0.136,
  "lumo_ev": 1.97,
  "charge": -1,
  "orbital_gap_ev": 8.33,
  "homo_ev": -6.36,
  "molar_mass_g_mol": 1052.89,
  "symbols": ["Zr", "C", "F", "F", "F", "S", "O", "O", "O", "C", "F", "F", "F", "S", "O", "O", "O", "C", "F", "F", "F", "S", "O", "O", "O", "C", "F", "F", "F", "S", "O", "O", "O", "C", "F", "F", "F", "S", "O", "O", "O", "C", "C", "C", "O", "C", "H", "H", "H", "H", "H", "H", "H", "H", "C", "C", "C", "O", "C", "H", "H", "H", "H", "H", "H", "H", "H", "C", "C", "C", "O", "C", "H", "H", "H", "H", "H", "H", "H", "H"],
  "coordinates": [[0.3557, 0.4737, 0.5013], [4.4677, 2.5752, 0.5930], [4.9751, 1.5294, -0.0543], [5.3698, 3.2987, 1.1457], [3.7488, 3.2896, -0.2308], [3.3974, 1.9037, 2.0563], [4.1950, 0.8742, 2.8711], [3.0265, 3.0773, 2.8680], [2.1651, 1.3304, 1.4325], [-3.7733, 2.2362, 0.0048], [-4.4663, 2.0870, -1.0694], [-3.3131, 3.5116, 0.0779], [-4.6040, 1.9766, 0.9947], [-2.4448, 0.9073, -0.0156], [-1.2265, 1.3424, -0.7541], [-1.6920, 0.8313, 1.1878], [-2.9446, -0.3328, -0.5475], [3.8709, -2.1906, -0.9385], [3.0045, -2.7070, -1.8733], [4.9646, -2.9956, -0.7233], [4.2836, -0.9299, -1.3306], [2.9578, -1.9622, 0.7408], [1.9478, -0.9084, 0.5027], [2.2869, -3.2250, 1.0765], [3.8777, -1.5274, 1.7478], [-1.0580, 0.1292, 5.0432], [-1.7354, 1.2284, 4.8283], [-0.7530, 0.0634, 6.3177], [-1.8066, -0.8825, 4.7453], [0.6007, -0.1228, 4.0107], [0.2853, 0.0744, 2.5886], [1.5601, 0.8410, 4.4635], [0.9899, -1.5144, 4.2297], [0.2054, 1.2277, -3.9800], [0.2715, 0.3065, -4.9627], [0.7298, 2.3508, -4.3356], [-1.1101, 1.3973, -3.6172], [1.1535, 0.6198, -2.3578], [1.1706, 1.6944, -1.3042], [0.4810, -0.4299, -1.5981], [2.5404, 0.3761, -2.8041], [-0.4020, 4.6906, 2.4392], [0.5291, 5.1054, 1.3912], [0.3943, 3.9751, 0.3599], [0.0784, 2.7624, 1.1132], [-0.3083, 3.1453, 2.4282], [-1.4357, 4.8842, 2.1524], [-0.3396, 5.2374, 3.3800], [1.5349, 5.3315, 1.7453], [0.2116, 6.0260, 0.9016], [1.2397, 3.9142, -0.3254], [-0.5286, 4.1264, -0.1999], [0.1968, 2.8632, 3.3520], [-1.3054, 2.7067, 2.4660], [-1.9882, -3.7137, -4.7036], [-3.1384, -2.7649, -4.1243], [-2.3561, -1.4860, -4.1456], [-1.2110, -1.9606, -3.5036], [-0.8372, -3.2476, -3.8980], [-1.8293, -3.5086, -5.7622], [-2.0440, -4.7955, -4.5818], [-3.2917, -3.0287, -3.0779], [-3.9782, -2.7531, -4.8190], [-2.8057, -0.6904, -3.5514], [-2.0822, -1.0671, -5.1139], [-0.4124, -3.8317, -3.0816], [-0.0771, -3.1684, -4.6753], [-0.7896, -3.5191, 1.9510], [-0.5836, -4.0769, 0.5497], [-0.6499, -2.7826, -0.3494], [-0.6817, -1.5860, 0.5790], [-1.4880, -2.1385, 1.7265], [0.1540, -3.3539, 2.4712], [-1.4263, -4.2496, 2.4501], [-1.4238, -4.7335, 0.3239], [0.3155, -4.6735, 0.3956], [-1.5162, -2.8113, -1.0103], [0.3006, -2.9373, -0.8600], [-2.5453, -2.2272, 1.4770], [-1.4350, -1.4875, 2.5991]],
  "atomic_forces_ev_per_a": [[2.703, 0.510, 0.733], [-2.157, -2.776, 1.620], [0.373, 0.272, -0.203], [1.932, 1.197, 0.372], [-0.581, 0.735, -0.854], [0.667, -2.047, 4.754], [-2.014, 3.602, -3.534], [0.663, -0.582, -1.718], [1.027, 0.631, -0.848], [0.534, 0.440, 0.725], [-0.496, 0.097, -2.086], [-0.098, -1.475, 0.173], [0.204, 0.192, 1.137], [2.923, -1.779, -3.586], [-1.743, 1.612, -3.687], [-2.020, -0.884, 6.618], [-1.681, 1.481, 0.576], [-0.270, 1.286, 0.758], [1.726, 0.509, 1.102], [-1.778, 1.080, -0.922], [-0.285, -2.536, 0.317], [-0.646, -1.753, 2.845], [-0.276, -0.199, -1.589], [0.767, 0.885, -1.569], [0.637, -0.313, -1.396], [2.662, -0.178, -1.138], [-0.305, 1.191, -0.420], [0.365, 0.108, 0.929], [-1.607, -1.690, -0.423], [2.741, -1.516, 1.492], [-1.693, 0.336, -0.871], [-1.103, 0.411, 0.429], [-1.520, 1.285, 0.130], [-1.399, -2.094, 2.236], [0.073, 1.000, 0.862], [0.253, 0.726, -0.538], [1.445, -0.023, -0.859], [4.412, 0.936, 0.898], [-0.167, 0.503, -0.902], [-0.847, -1.474, -1.188], [-3.355, 0.117, -0.367], [-1.974, -0.685, 0.600], [0.760, 0.696, -1.657], [-0.269, 0.500, 0.199], [1.668, 0.449, 0.074], [-1.884, 0.812, 1.437], [-0.124, 0.374, -0.464], [0.605, -0.609, 0.269], [0.141, -0.701, 0.009], [-0.133, 0.137, -0.077], [-0.058, -0.651, 0.324], [0.131, 0.292, -0.423], [1.170, -0.902, -0.873], [-0.116, 0.190, 0.693], [-1.942, -0.792, 0.733], [0.573, -1.297, -2.222], [-0.012, -0.434, 0.655], [1.957, 1.773, 1.892], [1.199, 1.035, -1.721], [-0.142, 0.085, 0.024], [-0.827, -0.061, -0.087], [-0.685, 0.015, -0.209], [-0.452, -0.226, 0.566], [0.167, -0.039, 0.175], [-0.340, -0.170, -0.468], [-0.584, -0.016, 0.199], [1.030, 0.125, 0.413], [-0.455, 0.442, 0.005], [-1.048, 1.031, -0.248], [1.253, -1.292, 0.917], [-1.227, -2.194, -0.184], [1.289, -0.750, 0.208], [-0.141, -0.053, 0.060], [0.019, 0.404, 0.660], [-0.176, 0.033, -0.209], [0.141, 0.478, 0.187], [0.154, 0.645, 0.117], [-0.144, 1.579, -0.421], [0.057, -0.004, -0.630], [0.354, -0.043, -0.532]],
  "mulliken_charge": [-0.263, 0.617, -0.212, -0.199, -0.202, 0.942, -0.638, -0.705, -1.094, 0.657, -0.181, -0.180, -0.212, 0.609, -0.404, -0.222, -0.579, 0.606, -0.198, -0.218, -0.152, 1.180, -1.205, -0.675, -0.635, 0.786, -0.212, -0.234, -0.247, 1.054, -0.284, -0.616, -0.689, 0.458, -0.206, -0.160, -0.165, 1.272, -0.650, -0.546, -0.617, -0.986, -0.564, -0.848, 2.583, -0.662, 0.293, 0.377, 0.279, 0.440, 0.189, 0.319, 0.160, 0.212, -0.916, -0.550, -0.385, 0.115, -0.294, 0.397, 0.319, 0.216, 0.423, 0.067, 0.313, 0.258, 0.203, -0.684, -0.810, -0.021, 2.036, -0.419, 0.198, 0.510, 0.404, 0.319, 0.140, -0.243, 0.504, -0.277]
}